(1)
ORCA calculation (wB97M-V/def2-TZVPD) on 3 unconnected molecules or ions with the total composition C17H51B2NO4Si4 at a distorted geometry.

```
79
Properties=species:S:1:pos:R:3:forces:R:3
C -1.982 -3.714 6.611 0.4 -0.1 0.1
N -1.399 -2.444 6.199 -0.8 0.4 0.1
C -1.092 -2.417 4.773 0.2 0.2 0.1
B -2.172 -1.268 6.653 1.7 0.2 0.6
O -1.430 -0.125 7.094 -1.5 -0.7 -0.9
B -3.831 -1.123 6.726 -0.7 -0.1 0.0
C -4.842 -1.266 5.501 -0.2 0.1 0.8
C -6.051 -2.179 5.886 0.0 -0.2 -1.0
C -5.824 -3.663 5.453 -0.4 0.9 1.2
O -6.063 -4.524 6.571 -0.2 -0.1 -0.7
H -2.745 -4.098 5.913 0.1 0.0 0.1
H -1.169 -4.443 6.705 -0.2 -0.1 -0.2
H -2.413 -3.635 7.616 0.0 0.1 -0.1
H -0.190 -2.981 4.512 -0.1 -0.1 0.1
H -1.951 -2.823 4.213 0.2 0.1 -0.2
H -0.897 -1.384 4.463 -0.1 -0.1 -0.1
H -0.955 0.252 6.356 0.8 0.2 -0.1
H -4.321 -0.840 7.782 -0.2 -0.1 0.0
H -5.258 -0.258 5.331 0.2 -0.1 0.0
H -4.395 -1.600 4.559 -0.1 0.1 0.1
H -6.960 -1.839 5.375 0.2 0.2 0.1
H -6.280 -2.128 6.951 0.2 -0.1 0.0
H -6.550 -3.948 4.694 0.2 0.0 -0.2
H -4.794 -3.745 5.093 -0.2 -0.3 -0.2
H -5.221 -4.643 6.986 0.6 -0.2 0.6
O -2.143 1.184 -0.525 0.1 -0.1 0.1
Si -0.921 0.809 -1.585 0.2 -0.1 -0.1
C -0.939 -1.025 -1.977 -0.1 0.2 0.2
C 0.741 1.247 -0.836 -0.3 0.0 0.1
C -1.119 1.757 -3.185 -0.2 0.0 0.3
Si -2.642 0.791 1.008 -0.1 -0.1 0.2
C -4.202 1.721 1.454 0.2 0.0 -0.3
C -1.314 1.230 2.260 0.0 0.0 -0.2
C -2.995 -1.047 1.128 0.1 0.2 -0.2
H -0.711 -1.616 -1.088 0.0 0.0 0.0
H -0.194 -1.258 -2.741 0.0 0.0 0.0
H -1.920 -1.330 -2.348 0.0 0.0 0.0
H 0.764 2.295 -0.529 0.1 0.0 0.0
H 1.540 1.086 -1.562 0.0 0.0 0.0
H 0.950 0.630 0.041 0.0 0.0 0.0
H -1.088 2.834 -3.010 0.0 0.0 0.0
H -2.067 1.515 -3.670 0.0 0.0 0.0
H -0.310 1.500 -3.874 0.0 0.0 0.0
H -4.037 2.800 1.424 0.0 0.0 0.0
H -4.520 1.453 2.464 0.0 0.0 0.0
H -5.013 1.478 0.765 0.0 0.0 0.0
H -0.419 0.621 2.109 0.0 0.0 0.0
H -1.677 1.056 3.276 0.0 0.0 0.0
H -1.032 2.281 2.171 0.0 0.0 0.0
H -2.082 -1.628 0.982 0.0 -0.1 0.0
H -3.718 -1.350 0.367 0.0 0.0 0.0
H -3.404 -1.295 2.110 0.0 0.0 0.0
O 5.141 2.155 -5.807 -0.1 -0.1 0.1
Si 6.491 1.383 -5.225 0.2 -0.1 0.1
C 6.416 -0.449 -5.624 -0.2 0.2 0.0
C 6.605 1.589 -3.365 -0.2 0.0 -0.2
C 8.039 2.095 -5.997 -0.3 0.1 -0.1
Si 3.492 2.112 -5.625 -0.2 0.0 0.0
C 2.676 3.395 -6.714 0.3 -0.1 0.0
C 3.025 2.462 -3.842 0.2 -0.1 -0.2
C 2.828 0.423 -6.098 0.2 0.1 0.1
H 5.588 -0.929 -5.097 0.0 0.0 0.0
H 7.342 -0.943 -5.323 0.0 0.0 0.0
H 6.275 -0.604 -6.695 0.0 0.0 0.0
H 6.580 2.645 -3.090 0.0 0.0 0.0
H 7.537 1.160 -2.990 0.0 0.0 0.0
H 5.776 1.085 -2.864 0.0 0.0 0.0
H 8.137 3.158 -5.768 0.0 0.0 0.0
H 8.026 1.976 -7.082 0.0 0.0 0.0
H 8.921 1.580 -5.609 0.0 0.0 0.0
H 3.015 4.401 -6.456 0.0 0.0 0.0
H 1.593 3.357 -6.587 0.0 0.0 0.0
H 2.903 3.216 -7.767 0.0 0.0 0.0
H 3.385 1.669 -3.183 0.0 0.0 0.0
H 1.939 2.524 -3.739 0.0 0.0 0.0
H 3.456 3.408 -3.508 0.0 0.0 0.1
H 3.195 -0.346 -5.416 0.0 0.0 0.0
H 3.139 0.157 -7.111 0.0 0.0 0.0
H 1.736 0.418 -6.062 0.0 0.0 0.0
```
Positions in Å, forces in eV/Å.

Output
LUMO level in Ha: -0.0007
Gap between HOMO and LUMO in eV: 8.7
F_max in hartree/bohr: 0.037

(2)
ORCA calculation (wB97M-V/def2-TZVPD) on 7 unconnected molecules or ions with the total composition C17H51N3O7 at a distorted geometry.

```
78
Properties=species:S:1:pos:R:3:forces:R:3
O 13.573 10.392 12.641 -1.8 0.1 1.5
H 12.826 10.169 12.080 -1.3 -0.1 -0.2
H 14.361 10.285 12.104 3.9 -1.0 -1.9
H 13.557 11.317 12.898 -0.9 0.5 0.6
O 16.252 12.435 12.233 0.5 1.7 0.9
H 16.543 12.957 11.482 0.1 1.4 -0.3
H 15.324 12.546 12.456 -0.3 1.1 0.1
H 16.315 11.537 11.900 0.4 -3.9 -0.4
O 15.717 10.175 8.899 0.0 -0.2 -1.9
H 14.786 9.944 8.865 -0.8 -0.3 -0.5
H 15.941 10.344 9.817 0.6 -0.4 3.1
H 15.907 10.995 8.438 0.2 0.5 -1.2
O 15.850 10.137 11.466 -1.8 0.2 -0.3
H 15.889 9.162 11.408 0.4 0.5 0.3
C 13.474 6.177 7.950 -0.2 0.1 -0.9
C 13.779 6.212 9.453 0.7 -1.8 -1.5
C 15.255 6.688 9.612 0.3 -0.5 -0.8
O 16.229 5.966 8.811 -1.1 -0.3 0.9
C 17.514 6.588 8.829 -1.0 0.3 1.3
N 12.733 6.954 10.135 0.7 1.6 0.2
H 12.631 5.574 7.615 -0.6 0.4 0.8
H 14.194 5.763 7.244 0.9 -0.1 0.8
H 13.375 7.204 7.598 -0.5 0.2 -0.1
H 13.650 5.188 9.805 0.5 -0.1 0.2
H 15.458 6.709 10.683 0.6 -0.2 0.4
H 15.366 7.709 9.246 -0.5 0.7 0.0
H 18.328 5.975 8.442 -0.6 -0.1 -0.5
H 17.748 6.753 9.880 0.4 0.2 0.3
H 17.406 7.576 8.382 0.5 0.1 -0.5
H 12.901 7.932 9.944 -0.5 0.7 -1.1
H 12.795 7.048 11.139 0.2 -1.3 0.6
C 19.593 8.744 10.893 1.8 0.4 -0.9
C 19.716 10.226 10.598 -1.7 1.0 1.4
C 20.641 10.824 9.559 -0.5 -1.4 -0.7
O 21.959 10.649 9.868 0.6 -0.8 1.1
C 22.932 10.942 8.874 -0.5 1.3 0.0
N 18.348 10.567 10.104 -1.0 0.7 -0.5
H 20.507 8.365 11.351 -0.1 -0.1 0.1
H 19.552 8.330 9.885 -0.5 -0.7 0.2
H 18.730 8.536 11.524 0.0 -0.1 -0.2
H 19.858 10.805 11.510 0.4 -0.2 0.4
H 20.295 11.852 9.453 0.4 0.6 -0.1
H 20.371 10.293 8.646 0.1 0.1 -0.7
H 22.655 10.575 7.885 0.1 -0.5 0.1
H 23.918 10.633 9.219 -0.3 -0.3 -0.1
H 22.937 12.030 8.798 0.4 0.2 -0.3
H 18.187 11.564 10.119 0.6 0.7 -0.4
H 17.577 10.252 10.676 0.9 -0.7 0.5
C 18.523 9.186 15.908 0.5 2.0 1.4
C 17.682 7.951 15.657 -0.7 2.2 -1.5
C 16.458 8.515 14.704 0.0 -1.5 -0.8
C 15.720 7.425 13.925 0.6 -2.0 0.6
C 16.725 6.464 13.233 0.4 2.7 0.4
C 17.947 5.958 14.052 0.1 -0.4 -3.4
N 18.565 7.048 14.906 -0.2 -2.2 -0.1
O 19.883 6.831 15.403 -2.8 0.9 -1.5
C 17.454 4.825 14.829 -0.5 -1.5 3.3
C 18.927 5.341 12.968 0.9 0.6 1.3
C 17.191 7.376 16.992 -0.1 0.1 0.7
H 17.852 10.026 16.090 -0.4 -0.2 0.5
H 19.173 9.683 15.187 0.0 -1.1 -1.0
H 19.180 9.139 16.776 -0.2 -0.4 0.2
H 15.611 8.979 15.210 0.8 0.4 1.0
H 16.834 9.222 13.965 0.6 0.2 0.3
H 15.063 7.750 13.119 0.0 0.6 0.0
H 15.050 6.930 14.628 0.0 -0.4 0.0
H 17.184 7.191 12.563 0.2 -0.3 -0.8
H 16.234 5.696 12.635 0.4 -0.3 0.3
H 18.181 4.435 15.542 0.5 -0.4 -0.3
H 16.654 5.077 15.526 -0.4 0.2 -0.4
H 17.119 4.011 14.187 0.1 0.2 0.0
H 19.875 5.161 13.476 0.5 0.7 -0.2
H 18.771 4.303 12.675 -1.2 0.2 0.0
H 19.014 5.977 12.087 0.3 0.0 0.2
H 18.014 7.088 17.647 0.2 -0.3 -0.2
H 16.427 6.599 17.004 0.2 -0.1 -0.5
H 16.749 8.197 17.556 -0.1 0.3 -0.3
H 19.691 6.211 16.109 0.4 -0.7 0.9
```
Positions in Å, forces in eV/Å.

Output
LUMO level (spin up / spin down) in Ha: -0.3889 / -0.4042
Total charge: +3
Gap between HOMO and LUMO (spin up / spin down) in eV: 5.3 / 4.9
F_max in hartree/bohr: 0.086
2S+1: 2

Among the records above, which one has the highest F_max? C17H51N3O7